Record 1
81
Properties=species:S:1:pos:R:3:forces:R:3:mulliken_charge:R:1 method="wB97M-V/def2-TZVPD" e_tot_ha=-1790.7641 lumo_energy_ha=0.0105 relative_energy_ev=0.0000 smiles="COCCNCCOC.COCCNCCOC.NC(N)=O.NC(N)=O.NC(N)=O.O.O.O"
C -1.310 -2.157 1.287 0.9628 -0.6621 -0.6716 0.4366
O -0.713 -2.832 0.446 -0.6274 0.6417 0.5150 -0.6750
N -1.926 -0.979 0.950 0.2904 -0.1455 -0.1201 -0.1687
N -1.320 -2.533 2.587 0.0804 -0.6405 0.1213 -0.3823
H -2.009 -0.963 -0.054 -0.2409 0.5213 0.0983 0.0625
H -2.670 -0.614 1.517 -0.2492 -0.0621 -0.1681 0.2342
H -1.607 -1.964 3.358 0.0825 0.1428 -0.0075 0.1835
H -0.660 -3.280 2.734 -0.1530 0.0446 0.4073 0.2399
C 0.767 2.879 -0.042 1.7512 1.0082 -0.7901 0.5707
O 1.952 2.583 0.189 -0.9320 -0.2669 0.3195 -0.6951
N 0.487 3.998 -0.783 -0.8193 -0.8469 0.3687 -0.1992
N -0.290 2.158 0.398 0.0103 -0.5051 0.3833 -0.1968
H -0.451 4.068 -1.151 0.1787 0.5844 0.0371 0.2892
H 1.256 4.560 -1.117 -0.1507 -0.2138 0.0758 0.1115
H -0.024 1.300 0.851 -0.1615 -0.0408 0.0002 -0.0015
H -1.259 2.295 0.131 0.1607 0.0723 -0.2358 0.2258
C 0.414 5.019 -4.440 1.0048 -0.5031 0.6540 0.7724
O -0.113 5.731 -3.586 -0.3373 -0.3453 -0.5056 -0.7443
N -0.160 4.686 -5.623 -0.7932 0.5031 -0.1210 -0.4071
N 1.637 4.440 -4.216 -0.5015 0.4118 0.0905 -0.3446
H -1.053 5.107 -5.814 0.1026 0.0246 -0.1102 0.2345
H 0.283 4.156 -6.345 0.1688 -0.1045 0.0218 0.1600
H 1.996 4.524 -3.282 0.1682 0.0873 -0.0614 0.1815
H 2.165 3.989 -4.935 0.0584 -0.1504 0.0109 0.1535
C 4.432 -8.818 4.137 -0.4927 0.0783 -0.5639 -0.7503
O 4.540 -7.621 3.393 1.2012 -0.4289 -0.0711 -0.2792
C 5.356 -6.644 4.006 -1.0601 1.1502 -0.6352 -0.5481
C 5.601 -5.495 3.028 -0.4729 -0.1294 0.1928 -0.6803
N 4.375 -4.892 2.520 0.0274 0.8620 -0.6605 -0.2002
C 4.706 -3.629 1.844 0.5620 0.7480 0.9945 -0.6417
C 3.479 -2.743 1.652 0.1410 -1.1956 -0.7761 -0.3863
O 3.909 -1.448 1.372 0.3146 -0.0474 0.3120 -0.3552
C 2.890 -0.525 1.040 0.0873 -0.4640 0.0232 -0.5394
H 3.972 -9.523 3.444 -0.1891 -0.0797 0.2556 0.2441
H 3.780 -8.649 4.999 0.0934 -0.2314 0.1561 0.2903
H 5.382 -9.266 4.442 0.1671 0.3418 0.0937 0.3049
H 6.336 -6.958 4.373 -0.1301 -0.5841 0.0650 0.3718
H 4.746 -6.225 4.816 0.3941 0.0180 0.4671 0.3021
H 6.171 -5.818 2.155 0.0503 -0.2086 0.0598 0.3380
H 6.219 -4.752 3.554 0.1033 0.0176 0.0828 0.4118
H 3.736 -4.565 3.239 0.2122 -0.7158 0.4868 0.2130
H 5.324 -3.765 0.955 -0.4703 -0.2246 -0.2762 0.2855
H 5.351 -3.020 2.505 0.1317 -0.0695 -0.0011 0.3238
H 2.864 -2.825 2.558 -0.0806 0.3456 0.1300 0.1773
H 2.894 -3.186 0.835 -0.2685 0.3578 -0.0790 0.3335
H 3.409 0.395 0.787 -0.3464 0.0779 -0.1675 0.2106
H 2.213 -0.345 1.886 0.0447 0.0112 -0.0100 0.2500
H 2.315 -0.943 0.205 -0.0787 0.3973 -0.0706 0.3166
C -2.400 1.945 -4.629 0.6067 -0.4353 0.0179 -0.5145
O -3.607 1.900 -3.908 -0.7602 0.1918 -0.3819 -0.3691
C -3.727 0.759 -3.113 -0.1898 -1.6917 0.3618 -1.0422
C -2.887 0.777 -1.830 0.0310 1.4354 -1.3473 -0.5889
N -3.076 2.026 -1.098 -0.9435 0.5429 0.7525 0.2806
C -4.382 2.286 -0.458 0.4219 -0.6633 0.5583 -0.4846
C -4.779 1.187 0.520 -0.5602 -0.0132 0.0147 -0.2587
O -6.044 1.455 1.115 0.0330 -0.8681 0.0422 -0.4604
C -7.144 1.177 0.264 -0.1085 0.7456 -0.5801 -0.7602
H -1.600 2.180 -3.921 0.3187 0.1919 -0.3982 0.1566
H -2.431 2.637 -5.469 -0.3519 0.5489 0.4890 0.1976
H -2.150 1.005 -5.142 -0.2048 -0.3036 0.4461 0.3373
H -3.532 -0.149 -3.702 0.5240 0.0766 -0.0732 0.4868
H -4.751 0.532 -2.791 -0.3187 1.0222 -0.2992 0.3542
H -1.828 0.808 -2.103 0.0419 -0.6163 0.2128 0.4206
H -3.160 -0.108 -1.269 0.1844 -0.0024 0.1977 0.3176
H -3.059 2.832 -1.726 0.9986 -0.4216 -0.2259 0.0593
H -5.206 2.436 -1.165 0.0363 -0.0484 -0.0946 0.4293
H -4.238 3.210 0.105 -0.2333 0.0417 -0.0364 0.2941
H -4.086 1.071 1.355 0.1919 0.3060 -0.0882 -0.0135
H -4.830 0.217 0.011 0.0025 -0.0428 -0.0527 0.4291
H -6.960 0.473 -0.556 0.5661 -0.0351 0.1311 0.2780
H -7.403 2.135 -0.196 -0.5118 -0.1908 -0.1237 0.2941
H -8.002 0.754 0.785 0.1636 0.2786 0.4971 0.2897
O -2.120 4.757 -1.851 -0.2777 0.0861 -0.4192 -0.5969
H -2.549 5.562 -1.543 0.0800 -0.0386 0.0320 0.2272
H -1.600 5.039 -2.630 0.0420 0.1545 0.1924 0.2895
O -0.302 0.421 3.749 -0.1871 -0.1619 0.0824 -0.5826
H -0.786 0.274 4.570 0.0809 0.1192 -0.0407 0.2928
H -0.930 0.217 3.047 0.1443 0.1391 -0.0670 0.2686
O 3.063 5.215 -1.255 0.3892 0.2832 -0.3168 -0.6553
H 3.761 4.658 -1.619 -0.0473 -0.0783 0.1802 0.3014
H 3.352 5.401 -0.355 -0.1569 -0.1339 0.0162 0.2887

=====

Record 2
78
Properties=species:S:1:pos:R:3:forces:R:3:mulliken_charge:R:1 method="wB97M-V/def2-TZVPD" e_tot_ha=-2261.0124 lumo_energy_ha=0.0247
C -2.160 -2.335 2.211 -0.1919 -0.0412 -0.1283 -0.8926
C -1.692 -3.122 0.984 -0.0590 0.0417 -0.1028 -0.5899
C -0.218 -2.811 0.709 -0.1234 0.0971 0.0201 0.9573
C 0.239 -3.147 -0.700 -0.6348 -0.6035 -0.0391 -0.4345
O 1.358 -2.397 -1.153 -0.0689 -0.0052 -0.3090 -0.0480
O 2.301 -2.393 -0.083 0.0089 -1.1838 -0.1601 -0.4208
P 2.690 -0.899 0.263 1.2116 0.5830 -0.1149 0.6666
O 3.835 -0.328 -0.466 -0.6304 -0.1252 0.5095 -0.7266
O 2.903 -1.184 1.814 -0.3671 0.3736 0.3360 -0.3082
C 2.799 -0.152 2.813 0.7037 -0.0180 -0.0241 -0.6081
C 1.469 -0.172 3.593 0.2141 -0.4548 -0.0117 -0.3657
O 0.362 -0.720 2.875 1.4923 -0.4911 -0.1052 -0.3821
O 1.340 -0.137 0.071 -0.1993 0.5275 0.0714 0.4873
P 1.299 1.555 -0.099 0.1587 -0.0463 0.4079 -0.2637
C -0.483 1.717 0.192 -0.3584 0.0048 0.0355 -0.3873
C 1.354 1.724 -1.889 -0.2273 0.4173 -0.6620 -0.7188
H -1.459 -2.457 3.048 -0.2996 0.0404 -0.1282 0.2166
H -3.153 -2.647 2.556 0.1879 0.0222 -0.0802 0.4763
H -2.215 -1.268 1.958 0.0943 -0.1958 0.2505 0.0769
H -1.857 -4.198 1.138 0.0676 0.2245 -0.1838 0.3394
H -2.271 -2.805 0.103 -0.0538 -0.2040 0.2469 0.3513
H -0.077 -1.732 0.881 0.0457 -0.4846 -0.1436 -0.8042
H 0.396 -3.394 1.411 0.0091 0.3478 0.0214 0.3574
H -0.539 -2.887 -1.434 0.2351 -0.0259 0.1239 0.3339
H 0.437 -4.228 -0.787 0.0500 0.2426 -0.0795 0.0396
H 3.604 -0.382 3.522 -0.1338 0.2210 -0.1400 0.3827
H 3.021 0.826 2.374 -0.2063 -0.1290 -0.0547 0.3369
H 1.183 0.852 3.858 0.2206 -0.1664 0.0183 0.3976
H 1.623 -0.733 4.525 -0.1619 0.1377 -0.1696 0.3396
H 0.457 -1.688 2.842 -0.0439 0.5387 -0.0630 0.1440
H -0.685 2.772 0.419 -0.1353 -0.2601 0.0286 0.4311
H -0.765 1.092 1.050 0.1539 0.3236 -0.1723 -0.4826
H -1.084 1.406 -0.671 0.1103 0.0402 0.1323 0.3870
H 2.190 1.185 -2.331 0.1220 0.0944 0.1349 0.0763
H 0.429 1.436 -2.404 0.1104 -0.0850 0.2247 0.2377
H 1.508 2.798 -2.074 0.0545 -0.2341 -0.0851 0.4095
C -2.146 1.600 3.225 0.0638 -0.0953 0.3341 -0.4863
O -1.342 0.707 3.979 -0.3676 0.7607 0.0915 -0.5889
H -2.999 1.874 3.844 -0.0474 0.0308 -0.0268 0.2363
H -1.610 2.515 2.962 -0.0471 0.0690 -0.0318 0.2108
H -2.518 1.132 2.308 -0.0892 0.0262 -0.0004 0.2047
H -0.581 0.447 3.436 -0.9771 -0.2115 0.1934 0.3824
C -3.355 5.240 4.372 0.0086 -0.0076 0.0776 -0.5816
O -3.021 5.024 3.009 -0.1048 0.0286 -0.0630 -0.4838
H -2.523 4.901 4.987 0.0601 -0.0538 -0.1092 0.2860
H -3.530 6.298 4.569 -0.0138 -0.0173 0.1034 0.2415
H -4.246 4.678 4.662 -0.0124 0.0082 0.0196 0.2679
H -3.772 5.330 2.487 0.0781 0.0125 0.0587 0.2875
C 1.558 -7.133 -1.579 -0.0237 0.0362 -0.0036 -0.4974
O 0.197 -6.868 -1.262 -0.0448 -0.0915 0.0010 -0.4809
H 2.105 -6.207 -1.415 0.0246 -0.0079 -0.0160 0.1583
H 1.983 -7.908 -0.935 0.0050 -0.0003 0.0238 0.2862
H 1.683 -7.431 -2.623 0.0009 0.0221 -0.0099 0.2714
H -0.312 -7.674 -1.401 0.0476 0.1104 0.0128 0.2767
C 4.270 1.779 -5.206 0.0550 0.0035 0.0678 -0.7179
O 3.780 1.165 -4.016 0.0654 -0.1019 -0.3205 -0.3565
H 3.467 2.403 -5.594 0.0105 0.0269 -0.0181 0.2712
H 5.139 2.409 -5.005 -0.0188 0.0376 0.0040 0.2720
H 4.542 1.039 -5.962 -0.0204 -0.0124 -0.0209 0.2971
H 4.483 0.613 -3.654 -0.1460 -0.0361 0.1312 0.2429
C -6.180 8.223 3.600 -0.0085 -0.0653 -0.0124 -0.5871
O -5.137 7.445 3.025 0.0987 0.1493 -0.0814 -0.4462
H -7.047 7.572 3.681 -0.0153 0.0177 0.0098 0.2248
H -5.916 8.581 4.598 -0.0011 -0.0108 0.0158 0.2691
H -6.442 9.078 2.973 -0.0087 -0.0017 -0.0164 0.2493
H -4.358 8.005 2.939 -0.0677 -0.0847 -0.0271 0.2816
C 0.400 -0.581 -5.176 -0.2657 0.0100 0.0099 -0.5351
O 1.770 -0.886 -5.378 -0.4719 1.7317 -0.1769 -0.5186
H -0.161 -1.490 -5.383 -0.0171 0.0053 -0.0051 0.3265
H 0.201 -0.274 -4.146 0.0575 -0.0406 -0.0055 0.0694
H 0.053 0.204 -5.854 0.0418 -0.0443 -0.0066 0.3210
H 2.289 -0.091 -5.193 0.2118 -0.2159 0.2487 0.2622
C 1.767 -3.718 -4.069 0.4240 0.1653 -0.7354 -0.3215
O 2.453 -3.226 -5.221 -0.0335 -1.3549 0.3826 -0.6636
H 2.091 -4.747 -3.920 -0.0558 -0.0592 0.0826 0.1581
H 1.998 -3.141 -3.175 0.0262 0.0146 0.0062 0.0939
H 0.684 -3.715 -4.229 -0.1192 -0.0771 0.0955 0.2281
H 2.147 -2.320 -5.377 0.3424 -0.2009 0.1122 0.5769

=====

Record 3
72
Properties=species:S:1:pos:R:3:forces:R:3:mulliken_charge:R:1 method="wB97M-V/def2-TZVPD" e_tot_ha=-1277.2176 lumo_energy_ha=0.0075 relative_energy_ev=7.1200 smiles=CC(C)O.CC(C)O.CC(C)O.CO.CO.CO.CO.CO.CO
C -3.895 -0.847 6.918 -0.3595 -2.1788 0.6027 -0.5073
O -4.510 -0.296 5.811 -0.2972 1.7674 -1.0793 -0.4951
H -4.644 -1.153 7.648 -0.0712 0.2507 0.4807 0.2470
H -3.479 -1.797 6.583 0.7836 -0.1216 0.3791 0.2241
H -3.141 -0.244 7.424 -0.1627 0.3417 -0.5998 0.2345
H -5.097 -0.931 5.394 0.1099 -0.0609 0.2112 0.2967
C -5.594 2.187 -0.147 1.0628 1.5797 -1.3397 -0.4504
O -6.577 2.645 -1.094 -1.1804 -0.9824 0.8082 -0.5278
H -4.751 1.701 -0.639 -0.1003 -0.3770 -0.1291 0.2073
H -5.166 3.110 0.246 0.1277 -0.1783 0.7127 0.2494
H -5.947 1.543 0.658 -0.6743 0.2057 -0.4292 0.2229
H -6.278 2.960 -1.950 0.7723 -0.2446 0.3773 0.2987
C -5.163 -2.300 -4.774 -0.4429 -0.6643 0.5972 -0.4572
O -4.696 -3.367 -5.541 0.4255 -0.8008 -1.1470 -0.5016
H -5.828 -1.673 -5.367 0.2517 0.5305 0.2185 0.2596
H -5.775 -2.797 -4.021 -0.0204 0.4385 0.3375 0.1893
H -4.299 -1.831 -4.302 -0.3513 0.6997 0.0720 0.2101
H -4.412 -3.010 -6.386 0.1398 -0.2006 -0.0762 0.2998
C 4.404 0.754 9.008 0.7622 -1.0870 -0.0387 -0.4689
O 3.362 0.375 9.864 -0.8712 0.2332 0.4899 -0.5007
H 5.323 0.322 9.405 0.4275 0.3090 0.1013 0.2248
H 4.298 0.252 8.047 -0.1259 0.5968 -0.4113 0.2314
H 4.511 1.838 8.952 -0.2518 -0.1224 -0.1610 0.2020
H 2.936 -0.416 9.526 0.0487 0.0502 0.0200 0.3107
C 3.762 7.798 1.339 -0.2090 0.0461 -0.2955 -0.4115
O 2.878 8.480 0.480 -0.9670 0.3943 -0.6479 -0.5190
H 4.674 7.685 0.754 0.3169 -0.3559 0.5196 0.1980
H 3.952 8.267 2.304 0.0342 0.2597 -0.1064 0.2455
H 3.273 6.844 1.535 0.3958 -0.2059 0.0462 0.1873
H 2.666 9.397 0.670 0.4268 -0.1452 0.4748 0.2994
C 2.044 -5.689 9.034 -0.2588 -0.4037 -0.0356 -0.4940
O 1.548 -4.441 8.622 0.4304 1.1933 -0.1760 -0.4860
H 1.125 -6.266 9.137 0.5849 -1.0622 0.1253 0.2145
H 2.764 -6.045 8.298 -0.2469 -0.5674 -0.0876 0.2413
H 2.603 -5.672 9.969 -0.3248 0.4783 0.1717 0.2091
H 1.540 -4.496 7.664 -0.1772 0.3883 -0.0060 0.3157
C 0.312 -1.790 0.633 0.8646 1.0362 0.1744 -1.2186
C 0.882 -1.247 1.959 0.0652 0.3478 -0.5402 0.5365
C 0.291 0.043 2.415 -0.6420 0.6663 0.3859 -1.2360
O 0.720 -2.225 2.944 0.2087 -0.8330 0.9025 -0.5287
H 0.053 -0.997 -0.069 0.2249 0.1672 -0.0076 0.2995
H -0.624 -2.328 0.784 0.2042 -0.3881 0.1039 0.4088
H 1.144 -2.357 0.217 -0.6227 -0.5544 -0.3374 0.2973
H 1.949 -1.040 1.877 0.2699 -0.4805 -0.2792 0.2115
H 0.598 0.875 1.780 -0.4985 -0.0632 -0.4404 0.3225
H 0.617 0.375 3.401 0.1808 -0.5228 0.1936 0.3471
H -0.785 -0.121 2.484 -0.2416 0.6117 -0.1866 0.2513
H -0.016 -2.793 2.705 -0.0160 0.0103 0.0381 0.3088
C 1.468 -3.482 -6.915 -2.1329 2.3366 1.4167 -1.1908
C 2.436 -3.925 -7.920 -1.6838 -2.7447 -2.7231 0.5596
C 1.815 -4.009 -9.437 1.2139 0.6554 0.7555 -1.2437
O 3.602 -3.206 -7.924 1.3451 0.9636 -0.6230 -0.5557
H 1.153 -4.142 -6.106 0.3274 -0.3402 -0.2411 0.3088
H 0.555 -3.045 -7.320 -0.4339 -0.6640 -0.5524 0.3073
H 1.758 -2.541 -6.449 0.8887 -0.1118 0.4056 0.3475
H 2.610 -4.984 -7.733 0.4867 -0.2180 0.2228 0.1447
H 0.738 -4.141 -9.538 -0.0027 0.1212 0.6230 0.3517
H 2.256 -4.803 -10.039 0.2549 -0.2770 0.4189 0.3259
H 2.105 -3.119 -9.995 -0.1682 0.3572 0.2161 0.3208
H 4.127 -3.394 -7.143 -0.0977 -0.0771 0.0830 0.3242
C 1.270 3.413 -3.213 -0.2423 -0.9980 -0.7200 -1.2034
C 0.137 4.174 -3.909 -0.5859 1.1317 -0.9178 0.5424
C -1.018 3.384 -4.558 1.1263 -1.0981 0.6729 -1.2322
O -0.423 5.148 -3.043 -0.0144 0.0623 0.4539 -0.5560
H 1.582 2.554 -3.807 -0.2137 -0.2119 -0.2469 0.3157
H 0.991 2.999 -2.245 -0.0623 0.3460 0.1138 0.3163
H 2.199 3.982 -3.175 -0.2703 0.4398 0.4143 0.3752
H 0.591 4.764 -4.705 0.2867 -0.1923 -0.4466 0.1762
H -0.523 2.775 -5.314 -0.1810 -0.4675 0.0470 0.3283
H -1.864 3.837 -5.076 0.4420 0.9447 0.3443 0.3472
H -1.438 2.751 -3.775 -0.1081 -0.3304 -0.1208 0.2727
H 0.320 5.727 -2.860 -0.1796 0.3713 0.4172 0.3178